(1)
# C43H62N6O2P2PdS4

C43H62N6O2P2PdS4 as an isolated structure in a non-equilibrium geometry (ωB97M-V/def2-TZVPD, OMol25).

Atoms and positions in Å:
1 Pd 0.323 -0.778 0.180
2 O 0.875 -2.859 -0.582
3 N 1.414 -2.868 -1.730
4 N 1.481 -1.789 -2.392
5 O 1.028 -0.651 -1.979
6 C 2.102 -1.842 -3.661
7 C 1.589 -1.068 -4.692
8 C 2.194 -1.136 -5.932
9 C 3.308 -1.941 -6.121
10 C 3.832 -2.681 -5.071
11 C 3.223 -2.645 -3.831
12 H 0.729 -0.440 -4.516
13 H 1.799 -0.556 -6.749
14 H 3.778 -1.980 -7.090
15 H 4.722 -3.274 -5.209
16 H 3.608 -3.201 -2.990
17 C -0.437 3.611 -1.945
18 N -0.515 4.097 -0.590
19 C 0.068 3.512 0.462
20 S 0.765 1.966 0.342
21 N 0.096 4.196 1.609
22 C 0.716 3.802 2.849
23 H -1.311 3.966 -2.483
24 H -0.420 2.521 -1.951
25 H 0.460 3.984 -2.441
26 H -0.795 5.065 -0.495
27 H -0.260 5.144 1.601
28 H 1.195 2.833 2.731
29 H -0.035 3.740 3.638
30 H 1.474 4.532 3.136
31 C 2.134 -5.160 4.099
32 C 3.214 -4.578 3.178
33 C 2.648 -3.442 2.318
34 C 1.663 -2.631 3.159
35 C 0.406 -3.484 3.377
36 C 0.762 -4.976 3.462
37 P 1.252 -1.011 2.343
38 C 2.776 0.071 2.344
39 C 3.573 -0.107 1.043
40 C 4.818 0.772 1.121
41 C 5.773 0.301 2.229
42 C 5.059 -0.573 3.260
43 C 3.684 -0.003 3.587
44 C 0.044 -0.057 3.395
45 C 0.399 0.147 4.870
46 C -0.845 0.571 5.672
47 C -1.831 1.352 4.807
48 C -2.378 0.485 3.662
49 C -1.377 -0.602 3.252
50 H 2.148 -4.660 5.069
51 H 2.328 -6.217 4.281
52 H 3.610 -5.356 2.525
53 H 4.044 -4.203 3.778
54 H 2.120 -3.837 1.448
55 H 3.467 -2.828 1.949
56 H 2.135 -2.394 4.119
57 H -0.275 -3.326 2.536
58 H -0.098 -3.176 4.294
59 H 0.778 -5.414 2.465
60 H 0.002 -5.502 4.038
61 H 2.344 1.081 2.293
62 H 2.945 0.195 0.188
63 H 3.864 -1.146 0.886
64 H 4.500 1.795 1.323
65 H 5.333 0.785 0.163
66 H 6.205 1.171 2.725
67 H 6.600 -0.267 1.806
68 H 5.656 -0.621 4.171
69 H 4.960 -1.591 2.886
70 H 3.826 1.008 3.975
71 H 3.219 -0.586 4.382
72 H 0.036 0.922 2.895
73 H 1.169 0.915 4.947
74 H 0.804 -0.766 5.308
75 H -0.539 1.183 6.522
76 H -1.346 -0.312 6.068
77 H -1.329 2.230 4.400
78 H -2.658 1.712 5.419
79 H -2.603 1.112 2.795
80 H -3.308 0.007 3.972
81 H -1.557 -0.895 2.206
82 H -1.516 -1.479 3.883
83 S -4.651 -0.049 -4.061
84 P -3.148 1.269 -4.015
85 S -1.550 0.342 -3.171
86 C -3.721 2.708 -3.047
87 C -3.523 2.774 -1.673
88 C -4.117 3.788 -0.945
89 C -4.941 4.704 -1.575
90 C -5.123 4.643 -2.947
91 C -4.509 3.653 -3.692
92 C -2.523 1.843 -5.626
93 C -1.663 2.939 -5.634
94 C -1.039 3.301 -6.812
95 C -1.272 2.570 -7.968
96 C -2.156 1.502 -7.962
97 C -2.776 1.120 -6.784
98 H -2.909 2.036 -1.179
99 H -3.948 3.858 0.118
100 H -5.457 5.451 -0.993
101 H -5.749 5.374 -3.431
102 H -4.648 3.596 -4.763
103 H -1.483 3.491 -4.722
104 H -0.365 4.144 -6.835
105 H -0.754 2.831 -8.877
106 H -2.356 0.963 -8.875
107 H -3.446 0.269 -6.762
108 C -2.328 -3.236 0.587
109 N -3.384 -2.475 -0.024
110 C -4.655 -2.940 -0.229
111 C -5.359 -1.956 -0.844
112 N -4.520 -0.893 -0.989
113 C -3.310 -1.212 -0.490
114 S -2.023 -0.102 -0.383
115 H -2.350 -4.260 0.212
116 H -2.461 -3.248 1.672
117 H -1.354 -2.787 0.334
118 H -4.960 -3.919 0.079
119 H -6.372 -1.924 -1.183
120 H -4.741 -0.042 -1.498

Energy relative to the best compared isomer or geometry (same formula, charge and spin) (kcal/mol): 52.47
Charge: +2
2S+1: 5
HOMO level (alpha / beta) (eV): -12.568 / -12.630
Lowest unoccupied orbital energy (alpha / beta) (eV): -4.18 / -8.29

(2)
# C43H63AsCdN3OSSb2Si2

C43H63AsCdN3OSSb2Si2 as an isolated structure (ωB97M-V/def2-TZVPD, OMol25).

Atoms and positions in Å:
1 Cd 1.209 0.566 -0.892
2 C -0.207 -2.740 0.433
3 C -1.231 -3.070 -0.666
4 C -1.679 -1.936 -1.600
5 Sb -3.447 -0.931 -0.835
6 C -3.843 0.259 -2.591
7 C -4.416 1.515 -2.396
8 C -4.633 2.376 -3.464
9 C -4.291 1.982 -4.750
10 C -3.740 0.726 -4.963
11 C -3.509 -0.126 -3.889
12 C -4.835 -2.488 -1.372
13 C -5.949 -2.687 -0.562
14 C -6.924 -3.611 -0.914
15 C -6.794 -4.345 -2.083
16 C -5.679 -4.165 -2.890
17 C -4.706 -3.241 -2.536
18 Sb -0.803 -1.260 1.898
19 C 0.517 -1.916 3.472
20 C 1.518 -2.866 3.306
21 C 2.298 -3.266 4.385
22 C 2.103 -2.696 5.635
23 C 1.124 -1.725 5.807
24 C 0.331 -1.347 4.731
25 C -2.409 -2.447 2.702
26 C -3.704 -1.953 2.823
27 C -4.723 -2.755 3.321
28 C -4.453 -4.056 3.717
29 C -3.157 -4.547 3.633
30 C -2.144 -3.746 3.128
31 H 0.721 -2.373 -0.024
32 H 0.028 -3.658 0.972
33 H -2.118 -3.505 -0.194
34 H -0.782 -3.857 -1.278
35 H -1.905 -2.341 -2.586
36 H -0.888 -1.186 -1.742
37 H -4.701 1.821 -1.394
38 H -5.065 3.354 -3.292
39 H -4.450 2.652 -5.585
40 H -3.485 0.404 -5.965
41 H -3.055 -1.091 -4.079
42 H -6.060 -2.118 0.354
43 H -7.788 -3.757 -0.278
44 H -7.556 -5.060 -2.363
45 H -5.567 -4.743 -3.799
46 H -3.845 -3.120 -3.182
47 H 1.698 -3.306 2.331
48 H 3.062 -4.021 4.251
49 H 2.705 -3.019 6.475
50 H 0.969 -1.275 6.780
51 H -0.460 -0.618 4.878
52 H -3.930 -0.930 2.542
53 H -5.730 -2.364 3.401
54 H -5.249 -4.686 4.092
55 H -2.937 -5.554 3.964
56 H -1.133 -4.138 3.082
57 C 5.900 3.165 -2.277
58 Si 4.828 2.323 -0.974
59 C 4.415 3.675 0.286
60 C 5.829 0.932 -0.181
61 As 2.868 1.853 -2.230
62 Si 3.515 -0.215 -3.188
63 C 3.798 -1.605 -1.937
64 C 5.021 -0.021 -4.298
65 C 2.050 -0.761 -4.252
66 H 6.782 3.634 -1.835
67 H 5.318 3.941 -2.778
68 H 6.238 2.464 -3.042
69 H 5.274 3.915 0.915
70 H 3.582 3.409 0.935
71 H 4.135 4.583 -0.255
72 H 6.659 1.348 0.395
73 H 6.254 0.284 -0.949
74 H 5.228 0.314 0.489
75 H 4.498 -1.317 -1.152
76 H 4.198 -2.494 -2.431
77 H 2.857 -1.894 -1.453
78 H 5.940 0.100 -3.720
79 H 4.911 0.858 -4.935
80 H 5.139 -0.895 -4.941
81 H 1.148 -0.911 -3.649
82 H 2.267 -1.700 -4.765
83 H 1.822 -0.011 -5.013
84 O 1.909 0.001 1.355
85 S 2.928 0.896 2.035
86 C 3.763 -0.017 3.354
87 C 4.160 1.129 4.272
88 C 2.871 1.923 4.552
89 C 1.993 1.835 3.293
90 H 4.604 -0.579 2.952
91 H 3.032 -0.688 3.804
92 H 4.874 1.776 3.753
93 H 4.633 0.775 5.186
94 H 3.105 2.956 4.800
95 H 2.336 1.491 5.397
96 H 1.716 2.803 2.879
97 H 1.097 1.231 3.444
98 N -1.914 2.337 0.810
99 C -1.332 3.564 0.464
100 C -2.121 4.691 0.235
101 C -1.544 5.867 -0.216
102 C -0.182 5.932 -0.475
103 C 0.607 4.813 -0.256
104 C 0.042 3.649 0.242
105 H -2.836 2.405 1.215
106 H -1.319 1.725 1.351
107 H -3.188 4.637 0.422
108 H -2.169 6.739 -0.360
109 H 0.263 6.847 -0.842
110 H 1.665 4.840 -0.479
111 H 0.680 2.791 0.445
112 N -0.182 2.780 -2.901
113 N -0.792 1.653 -2.258
114 H -0.883 3.489 -3.097
115 H 0.192 2.466 -3.789
116 H -1.499 1.233 -2.851
117 H -1.288 2.018 -1.448

Energy relative to the best compared isomer or geometry (same formula, charge and spin) (kcal/mol): 19.38
Charge: +1
2S+1: 1
HOMO level (eV): -10.392
Lowest unoccupied orbital energy (eV): -3.29

(3)
# C43H63IN7O3RbS

C43H63IN7O3RbS as an isolated structure (ωB97M-V/def2-TZVPD, OMol25).

Atoms and positions in Å:
1 Rb -0.111 0.090 0.288
2 C 8.089 2.007 1.331
3 C 7.395 1.361 0.124
4 C 7.913 2.036 -1.156
5 C 7.811 -0.114 0.086
6 C 5.876 1.520 0.198
7 C 5.017 0.549 -0.280
8 C 3.615 0.709 -0.285
9 N 2.726 -0.216 -0.719
10 C 3.010 -1.174 -1.638
11 C 4.057 -1.090 -2.576
12 C 4.300 -2.082 -3.507
13 C 3.435 -3.182 -3.508
14 C 2.325 -3.306 -2.684
15 C 2.062 -2.296 -1.690
16 O 1.104 -2.347 -0.862
17 C 1.469 -4.577 -2.845
18 C 2.228 -5.759 -2.222
19 C 1.224 -4.880 -4.334
20 C 0.080 -4.515 -2.196
21 C 5.449 -2.018 -4.512
22 C 6.250 -0.720 -4.388
23 C 4.908 -2.104 -5.947
24 C 6.413 -3.190 -4.276
25 C 3.024 1.905 0.311
26 O 1.768 2.023 0.404
27 C 3.939 2.935 0.740
28 C 5.302 2.715 0.672
29 C 3.363 4.237 1.297
30 C 2.553 3.948 2.570
31 C 4.452 5.252 1.659
32 C 2.450 4.896 0.250
33 H 9.161 1.787 1.312
34 H 7.673 1.625 2.266
35 H 7.976 3.092 1.333
36 H 9.002 1.944 -1.242
37 H 7.654 3.097 -1.159
38 H 7.455 1.579 -2.036
39 H 8.902 -0.193 0.106
40 H 7.462 -0.610 -0.821
41 H 7.406 -0.658 0.941
42 H 5.404 -0.401 -0.620
43 H 4.650 -0.187 -2.571
44 H 3.639 -3.982 -4.213
45 H 3.197 -5.903 -2.708
46 H 1.651 -6.687 -2.315
47 H 2.409 -5.570 -1.161
48 H 2.143 -5.089 -4.884
49 H 0.728 -4.036 -4.816
50 H 0.577 -5.757 -4.430
51 H 0.135 -4.406 -1.118
52 H -0.460 -5.436 -2.449
53 H -0.496 -3.667 -2.567
54 H 5.626 0.155 -4.574
55 H 7.066 -0.719 -5.116
56 H 6.685 -0.613 -3.392
57 H 4.193 -1.299 -6.131
58 H 4.391 -3.049 -6.120
59 H 5.721 -2.020 -6.676
60 H 6.863 -3.115 -3.283
61 H 7.216 -3.192 -5.022
62 H 5.891 -4.146 -4.333
63 H 5.967 3.501 1.005
64 H 3.191 3.478 3.324
65 H 1.730 3.275 2.343
66 H 2.155 4.880 2.986
67 H 5.114 4.877 2.444
68 H 3.979 6.166 2.029
69 H 5.064 5.516 0.792
70 H 1.637 4.224 -0.016
71 H 3.021 5.131 -0.653
72 H 2.035 5.830 0.646
73 C -2.775 4.458 -1.630
74 C -2.106 3.129 -1.410
75 N -2.332 2.358 -0.415
76 N -3.170 2.833 0.558
77 C -3.784 1.890 1.237
78 N -4.457 2.380 2.359
79 S -3.967 0.220 0.892
80 C -1.051 2.699 -2.370
81 C -0.511 3.593 -3.296
82 C 0.536 3.182 -4.108
83 C 1.016 1.890 -3.994
84 C 0.396 1.059 -3.068
85 N -0.604 1.442 -2.290
86 H -3.601 4.558 -0.931
87 H -3.147 4.542 -2.655
88 H -2.081 5.287 -1.462
89 H -4.003 3.188 2.761
90 H -4.685 1.647 3.010
91 H -0.883 4.606 -3.357
92 H 0.981 3.877 -4.811
93 H 1.851 1.528 -4.578
94 H 0.736 0.034 -2.939
95 C 0.045 -1.251 5.940
96 N 0.659 -2.293 5.152
97 C 1.210 -3.447 5.817
98 C 1.113 -4.624 4.865
99 C 1.953 -4.316 3.639
100 N 1.819 -2.935 3.226
101 C 2.407 -2.617 1.930
102 C 1.059 -1.989 3.861
103 O 0.775 -0.922 3.339
104 H -0.713 -1.685 6.596
105 H -0.422 -0.537 5.269
106 H 0.777 -0.714 6.557
107 H 0.643 -3.624 6.734
108 H 2.261 -3.284 6.106
109 H 0.066 -4.742 4.578
110 H 1.449 -5.553 5.330
111 H 1.664 -4.963 2.804
112 H 3.012 -4.524 3.846
113 H 3.459 -2.919 1.935
114 H 2.350 -1.551 1.739
115 H 1.892 -3.118 1.109
116 I -3.762 -2.979 -3.654
117 C -2.538 -1.932 -2.393
118 H -2.057 -1.056 -2.802
119 H -2.844 -1.925 -1.357

Energy relative to the best compared isomer or geometry (same formula, charge and spin) (kcal/mol): 28.27
Charge: -2
2S+1: 1
HOMO level (alpha / beta) (eV): -0.606 / -1.149
Lowest unoccupied orbital energy (alpha / beta) (eV): 3.59 / 3.60

(4)
# C43H71ClFN2O23

A 8-piece molecular cluster, C43H71ClFN2O23 overall in a non-equilibrium geometry (ωB97M-V/def2-TZVPD, OMol25).

Atoms and positions in Å:
1 C 6.531 -4.196 -1.069
2 C 6.024 -2.893 -0.304
3 C 4.930 -2.070 -1.146
4 Cl 4.693 -0.404 -0.444
5 C 3.589 -2.882 -1.406
6 C 2.452 -2.700 -0.305
7 O 1.242 -2.168 -0.884
8 C 0.754 -2.979 -1.984
9 C 0.062 -4.347 -1.491
10 C -1.376 -4.123 -0.853
11 N -2.247 -3.450 -1.858
12 C -3.321 -4.418 -2.255
13 C -4.097 -3.888 -3.554
14 C -2.809 -2.203 -1.320
15 C -2.895 -0.976 -2.317
16 O -3.234 -2.049 -0.170
17 C 1.883 -3.410 -3.024
18 C 1.397 -3.495 -4.538
19 C 2.085 -2.436 -5.522
20 F -0.005 -3.404 -4.704
21 N 3.096 -2.546 -2.799
22 H 5.698 -4.983 -1.045
23 H 7.387 -4.635 -0.480
24 H 6.763 -4.026 -2.164
25 H 6.920 -2.188 -0.235
26 H 5.701 -3.079 0.764
27 H 5.416 -1.917 -2.172
28 H 3.864 -3.990 -1.407
29 H 2.206 -3.729 0.130
30 H 2.740 -2.054 0.571
31 H -0.052 -2.349 -2.488
32 H 0.761 -4.986 -0.863
33 H -0.102 -4.945 -2.456
34 H -1.801 -5.164 -0.650
35 H -1.243 -3.552 0.112
36 H -2.827 -5.391 -2.557
37 H -4.007 -4.612 -1.371
38 H -4.461 -4.765 -4.172
39 H -4.932 -3.139 -3.302
40 H -3.330 -3.344 -4.195
41 H -3.247 -1.305 -3.353
42 H -3.684 -0.251 -1.946
43 H -1.922 -0.415 -2.439
44 H 2.203 -4.466 -2.730
45 H 1.706 -4.519 -4.937
46 H 1.588 -1.431 -5.336
47 H 3.211 -2.409 -5.445
48 H 1.772 -2.751 -6.571
49 H 3.826 -2.900 -3.437
50 H 2.888 -1.545 -2.919
51 C 10.646 1.861 0.104
52 C 9.668 0.685 0.075
53 C 9.043 0.339 1.399
54 O 8.752 -1.053 1.246
55 C 9.665 -1.543 0.366
56 O 9.846 -2.707 0.162
57 O 10.341 -0.539 -0.249
58 H 10.671 2.395 1.077
59 H 11.662 1.539 -0.135
60 H 10.350 2.606 -0.640
61 H 8.904 0.854 -0.692
62 H 8.132 0.906 1.591
63 H 9.718 0.453 2.244
64 C -8.874 0.704 -3.646
65 C -8.117 -0.433 -4.316
66 C -7.854 -1.612 -3.423
67 O -6.676 -2.176 -3.998
68 C -6.008 -1.144 -4.596
69 O -4.883 -1.205 -5.001
70 O -6.788 -0.035 -4.668
71 H -9.222 0.432 -2.647
72 H -8.265 1.606 -3.569
73 H -9.764 0.955 -4.227
74 H -8.625 -0.736 -5.237
75 H -8.672 -2.333 -3.434
76 H -7.633 -1.337 -2.387
77 C 11.043 7.108 2.376
78 C 10.040 5.966 2.440
79 C 9.472 5.716 3.807
80 O 9.137 4.331 3.748
81 C 9.990 3.764 2.856
82 O 10.131 2.582 2.709
83 O 10.665 4.709 2.154
84 H 11.099 7.657 3.319
85 H 12.042 6.756 2.117
86 H 10.740 7.830 1.615
87 H 9.248 6.115 1.700
88 H 8.587 6.321 4.008
89 H 10.196 5.860 4.615
90 C -3.226 -0.257 2.259
91 C -3.056 1.242 2.067
92 C -1.797 1.804 2.663
93 O -2.161 3.156 2.927
94 C -3.506 3.161 3.137
95 O -4.115 4.084 3.583
96 O -4.062 1.974 2.774
97 H -2.336 -0.718 2.695
98 H -4.085 -0.490 2.891
99 H -3.385 -0.744 1.292
100 H -3.145 1.500 1.006
101 H -0.952 1.758 1.974
102 H -1.514 1.333 3.609
103 C -4.087 6.389 5.624
104 C -3.920 7.889 5.433
105 C -2.661 8.453 6.027
106 O -3.027 9.804 6.294
107 C -4.373 9.807 6.507
108 O -4.983 10.729 6.954
109 O -4.927 8.618 6.144
110 H -3.196 5.928 6.057
111 H -4.943 6.153 6.257
112 H -4.247 5.905 4.659
113 H -4.012 8.148 4.374
114 H -1.818 8.409 5.335
115 H -2.374 7.981 6.971
116 C -2.079 -4.743 -7.121
117 C -2.906 -5.971 -6.769
118 C -2.724 -7.132 -7.706
119 O -3.966 -7.819 -7.585
120 C -4.898 -6.883 -7.253
121 O -6.075 -7.066 -7.270
122 O -4.305 -5.707 -6.902
123 H -1.378 -4.941 -7.936
124 H -2.708 -3.896 -7.401
125 H -1.477 -4.439 -6.262
126 H -2.724 -6.265 -5.730
127 H -1.895 -7.777 -7.415
128 H -2.597 -6.833 -8.751
129 C -7.596 4.330 8.054
130 C -6.825 3.217 7.361
131 C -6.535 2.029 8.233
132 O -5.353 1.498 7.641
133 C -4.708 2.544 7.055
134 O -3.588 2.502 6.643
135 O -5.507 3.644 7.005
136 H -7.932 4.037 9.051
137 H -7.003 5.242 8.141
138 H -8.495 4.575 7.484
139 H -7.335 2.920 6.439
140 H -7.340 1.294 8.218
141 H -6.310 2.294 9.271

Charge: +1
2S+1: 1
HOMO level (eV): -11.397
Lowest unoccupied orbital energy (eV): -3.06